3 unconnected molecules or ions with the total composition C25H22O2, computed with ωB97M-V/def2-TZVPD.

Output
energy relative to the best compared isomer or geometry (same formula, charge and spin) = 3.600 eV
orbital gap = 6.520 eV
LUMO energy = -1.112 eV
E_tot = -1116.11449 Ha
SMILES = C=CCc1cccc2c1C(=O)C=CC2=O.c1ccccc1.c1ccccc1

Geometry (Å):
C -3.13834 1.47234 2.09750
C -2.39175 1.09228 0.95164
C -1.18831 0.06014 1.10898
C -1.24032 -0.41911 2.60639
C -2.20650 -1.50477 2.89468
C -2.37298 -2.03706 4.26103
C -1.53088 -1.41520 5.30550
C -0.58978 -0.32972 5.03041
C -0.41062 0.19930 3.64140
C 0.60808 1.32975 3.39519
O 0.61882 2.09043 2.45023
C 1.69965 1.52957 4.50316
C 1.53370 1.09118 5.78762
C 0.24763 0.32829 6.17759
O -0.19091 0.22164 7.30558
H -3.84640 0.72875 2.56323
H -3.03072 2.46116 2.61107
H -2.68050 1.54406 -0.03073
H -0.22308 0.54740 0.82644
H -1.37252 -0.86757 0.48167
H -2.84729 -1.93566 2.08936
H -3.11527 -2.84126 4.45560
H -1.61169 -1.78411 6.35871
H 2.66759 2.05204 4.28324
H 2.30723 1.25128 6.58304
C -0.63441 -1.21768 -2.79928
C 0.13666 -2.22652 -2.23171
C 0.15009 -3.49456 -2.80045
C -0.61026 -3.75583 -3.93395
C -1.38772 -2.75029 -4.49565
C -1.39888 -1.48125 -3.92976
H -0.64016 -0.22642 -2.35995
H 0.72820 -2.02381 -1.34555
H 0.75360 -4.27987 -2.36006
H -0.59775 -4.74394 -4.37889
H -1.98537 -2.95569 -5.37645
H -2.00358 -0.69655 -4.36951
C 2.21245 0.78483 -4.18588
C 2.57965 1.60163 -5.24831
C 3.02118 2.89752 -5.00903
C 3.09147 3.37828 -3.70678
C 2.71561 2.56440 -2.64488
C 2.27769 1.26743 -2.88408
H 1.87413 -0.22830 -4.37182
H 2.52237 1.22759 -6.26419
H 3.31073 3.53345 -5.83772
H 3.43811 4.38793 -3.51976
H 2.76476 2.94101 -1.62939
H 1.98662 0.63152 -2.05547